C18H33B9F36N6Zn3 | wB97M-V/def2-TZVPD

Last column: Mulliken charge in e.
CARTESIAN COORDINATES (ANGSTROEM)
Zn: 8.371 -10.207 -17.321  0.959
Zn: 4.755 -11.493 -12.528  2.103
Zn: 3.425 -10.527 -17.216  2.089
C: -1.831 -8.809 -11.403  -1.009
C: -1.753 -7.815 -12.646  -0.508
N: -0.483 -7.039 -12.685  0.278
C: -0.012 -5.963 -11.895  -0.482
C: 1.262 -5.552 -12.349  -0.370
N: 1.746 -6.605 -13.130  0.427
C: 0.645 -7.467 -13.458  -0.572
C: 3.170 -6.817 -13.508  -0.762
H: -0.842 -9.215 -11.193  0.328
H: -2.441 -9.703 -11.535  0.363
H: -2.069 -8.308 -10.464  0.330
H: -2.512 -7.034 -12.594  0.370
H: -1.831 -8.466 -13.516  0.320
H: -0.651 -5.536 -11.136  0.410
H: 1.979 -4.785 -12.096  0.416
H: 0.739 -8.352 -14.069  0.488
H: 3.892 -6.509 -12.752  0.251
H: 3.263 -6.292 -14.459  0.543
H: 3.353 -7.882 -13.646  -0.108
C: 11.115 -9.563 -12.757  -1.376
C: 9.615 -9.832 -12.606  0.532
N: 8.930 -8.680 -11.888  0.609
C: 9.117 -8.370 -10.531  -0.274
C: 8.390 -7.205 -10.244  -0.707
N: 7.701 -6.866 -11.392  0.343
C: 8.109 -7.676 -12.411  -0.369
C: 6.697 -5.809 -11.494  -0.753
H: 11.652 -9.560 -11.809  0.414
H: 11.287 -8.677 -13.369  0.329
H: 11.609 -10.384 -13.277  0.414
H: 9.481 -10.754 -12.040  0.174
H: 9.024 -9.875 -13.521  -0.490
H: 9.680 -9.077 -9.940  0.481
H: 8.188 -6.692 -9.315  0.432
H: 7.748 -7.713 -13.428  0.278
H: 7.094 -4.797 -11.571  0.335
H: 6.108 -5.888 -10.580  0.413
H: 6.029 -5.986 -12.337  0.062
C: 9.735 -2.663 -18.827  -1.098
C: 8.236 -2.341 -18.985  -0.539
N: 7.294 -3.415 -18.951  0.280
C: 6.746 -4.114 -20.012  -0.755
C: 5.853 -5.049 -19.462  -0.191
N: 5.853 -4.969 -18.112  0.350
C: 6.654 -3.894 -17.839  -0.250
C: 5.109 -5.799 -17.134  -0.746
H: 10.322 -1.759 -18.668  0.352
H: 10.166 -3.147 -19.703  0.333
H: 9.894 -3.442 -18.081  0.336
H: 8.102 -1.719 -19.870  0.358
H: 8.190 -1.654 -18.140  0.295
H: 7.030 -3.915 -21.035  0.450
H: 5.246 -5.808 -19.932  0.571
H: 6.732 -3.448 -16.859  0.361
H: 4.241 -6.262 -17.603  0.152
H: 4.887 -5.116 -16.314  0.357
H: 5.799 -6.591 -16.843  0.188
B: 5.746 -9.328 -19.292  -2.037
F: 6.744 -9.874 -18.531  0.554
F: 5.664 -9.918 -20.511  -0.256
F: 4.535 -9.604 -18.642  -0.010
F: 6.032 -7.990 -19.355  -0.046
B: 6.062 -13.532 -14.342  -0.531
F: 6.232 -14.877 -14.235  -0.319
F: 5.766 -13.060 -13.084  -0.223
F: 7.283 -13.096 -14.802  -0.185
F: 5.077 -13.263 -15.288  -0.203
B: 8.689 -12.665 -17.610  -0.226
F: 8.293 -13.896 -17.159  -0.366
F: 9.199 -11.946 -16.545  -0.143
F: 9.285 -12.656 -18.817  -0.365
F: 7.527 -11.995 -17.732  0.254
B: 1.794 -8.497 -17.434  -0.052
F: 0.981 -7.854 -16.515  -0.310
F: 1.645 -9.849 -17.480  -0.485
F: 1.604 -7.862 -18.665  -0.373
F: 3.070 -8.310 -17.006  0.207
B: 4.009 -12.531 -18.678  0.373
F: 3.753 -13.823 -18.305  -0.420
F: 2.901 -11.818 -18.755  -0.310
F: 4.697 -11.965 -17.705  -0.042
F: 4.544 -12.551 -19.899  -0.379
B: 2.324 -11.335 -14.627  -1.166
F: 2.426 -10.000 -14.786  0.003
F: 3.323 -11.714 -13.851  -0.046
F: 1.094 -11.742 -14.191  -0.360
F: 2.600 -11.824 -15.916  -0.442
B: 6.419 -11.009 -10.675  0.183
F: 6.139 -10.184 -11.786  -0.493
F: 7.640 -11.648 -10.801  -0.374
F: 6.301 -10.108 -9.598  -0.365
F: 5.408 -11.873 -10.788  -0.392
B: 9.390 -8.077 -16.315  0.026
F: 10.459 -7.529 -17.042  -0.308
F: 9.061 -7.356 -15.197  -0.345
F: 8.284 -8.229 -17.098  -0.090
F: 9.651 -9.337 -15.980  -0.257
B: 5.943 -9.818 -15.194  -3.389
F: 5.684 -10.641 -14.050  2.425
F: 4.912 -9.989 -16.058  1.689
F: 5.871 -8.486 -14.902  -0.035
F: 7.117 -10.150 -15.745  2.113

Summary:
Gap between HOMO and LUMO: 8.03 eV
Lowest unoccupied orbital energy: -1.34 eV
Total energy: -10192.9907 hartree
Maximum force: 0.1117 hartree/bohr
HOMO: -9.373 eV



C5H9N3O | wB97M-V/def2-TZVPD

Last column: natural (NBO) charge in e.
CARTESIAN COORDINATES (ANGSTROEM)
C: 0.563 -1.313 0.532  -0.208
C: 0.074 -0.497 -0.563  0.293
C: 1.228 0.661 -0.771  0.439
C: -1.133 -0.228 0.781  0.179
N: 1.543 0.742 -2.079  -0.828
N: -2.328 -0.360 0.135  -0.829
C: -1.014 0.372 1.981  -0.395
N: 1.675 1.320 0.221  -0.779
O: -0.417 -0.948 -1.649  -0.754
H: 2.185 1.444 -2.408  0.393
H: 0.927 0.189 -2.678  0.436
H: -3.158 -0.512 0.690  0.389
H: -2.253 -0.811 -0.777  0.428
H: 2.258 2.107 -0.065  0.337
H: 1.237 -0.895 1.271  0.244
H: 0.571 -2.386 0.350  0.228
H: -1.891 0.684 2.536  0.204
H: -0.068 0.430 2.496  0.222

Summary:
Gap between HOMO and LUMO: 8.01 eV
Lowest unoccupied orbital energy: -0.48 eV
Total energy: -435.2880 hartree
Maximum force: 0.0869 hartree/bohr
HOMO: -8.490 eV
ΔE to the lowest compared entry with this formula, charge and spin: 445.6 kJ/mol



C5H9N | wB97M-V/def2-TZVPD

Last column: natural (NBO) charge in e.
CARTESIAN COORDINATES (ANGSTROEM)
C: 1.564 0.768 -0.055  -0.427
C: 1.786 -0.798 -0.075  -0.420
C: 0.557 -0.168 0.589  -0.239
C: -0.733 -0.236 -0.216  -0.069
C: -1.902 0.632 0.044  -0.276
H: 1.224 1.212 -0.993  0.211
H: 2.045 1.408 0.688  0.221
H: 2.591 -1.164 0.588  0.217
H: 1.773 -1.330 -1.019  0.219
H: 0.431 -0.180 1.689  0.230
H: -0.542 -0.289 -1.303  0.180
H: -1.960 1.181 0.985  0.192
H: -2.423 1.125 -0.768  0.194
H: -2.485 -1.332 -0.438  0.355
N: -1.925 -0.831 0.284  -0.589

Summary:
Gap between HOMO and LUMO: 10.64 eV
Lowest unoccupied orbital energy: 1.18 eV
SMILES: C1CC1[C@@H]1CN1
Total energy: -250.5825 hartree
Maximum force: 0.0460 hartree/bohr
HOMO: -9.457 eV
ΔE to the lowest compared entry with this formula, charge and spin: 221.7 kJ/mol



C16H20O6P2S3 | wB97M-V/def2-TZVPD

Last column: natural (NBO) charge in e.
CARTESIAN COORDINATES (ANGSTROEM)
C: -5.158 -2.062 2.229  -0.254
H: -5.458 -1.316 2.967  0.184
H: -6.043 -2.437 1.707  0.212
H: -4.641 -2.885 2.722  0.189
O: -4.251 -1.479 1.309  -0.828
P: -4.696 -1.050 -0.187  2.079
S: -6.333 -1.882 -0.807  -0.591
O: -3.357 -1.319 -1.015  -0.816
C: -2.971 -2.653 -1.310  -0.256
H: -3.839 -3.243 -1.616  0.202
H: -2.252 -2.594 -2.125  0.202
H: -2.503 -3.113 -0.438  0.187
O: -4.735 0.543 -0.211  -0.788
C: -3.637 1.381 -0.113  0.279
C: -3.734 2.621 -0.731  -0.240
C: -2.663 3.494 -0.687  -0.199
C: -1.499 3.126 -0.025  -0.193
C: -1.426 1.906 0.633  -0.221
C: -2.493 1.030 0.581  -0.210
H: -2.431 0.073 1.075  0.233
H: -0.534 1.625 1.171  0.232
S: -0.118 4.248 -0.007  0.283
C: 1.204 3.064 -0.117  -0.194
C: 2.292 3.163 0.738  -0.196
C: 3.271 2.188 0.721  -0.248
C: 3.159 1.121 -0.159  0.278
C: 2.108 1.057 -1.062  -0.203
C: 1.132 2.032 -1.045  -0.217
H: 0.299 1.975 -1.728  0.232
H: 2.055 0.231 -1.756  0.225
O: 4.105 0.117 -0.100  -0.796
P: 3.659 -1.447 -0.172  2.069
S: 1.882 -1.851 0.487  -0.577
O: 3.955 -1.909 -1.663  -0.816
C: 5.250 -1.761 -2.245  -0.253
H: 5.623 -0.746 -2.097  0.191
H: 5.944 -2.473 -1.799  0.195
H: 5.128 -1.967 -3.306  0.202
O: 4.897 -2.103 0.603  -0.818
C: 4.919 -2.064 2.023  -0.258
H: 3.925 -2.278 2.424  0.206
H: 5.624 -2.829 2.346  0.199
H: 5.246 -1.083 2.371  0.184
H: 4.106 2.229 1.403  0.227
H: 2.350 3.984 1.436  0.226
H: -2.721 4.454 -1.175  0.224
H: -4.641 2.881 -1.253  0.232

Summary:
Gap between HOMO and LUMO: 8.56 eV
Lowest unoccupied orbital energy: 0.59 eV
SMILES: COP(=S)(OC)Oc1ccc(Sc2ccc(OP(=S)(OC)OC)cc2)cc1
Total energy: -2950.5781 hartree
Maximum force: 0.0238 hartree/bohr
HOMO: -7.974 eV
ΔE to the lowest compared entry with this formula, charge and spin: 15.7 kJ/mol



C6H7FS | wB97M-V/def2-TZVPD

Last column: natural (NBO) charge in e.
CARTESIAN COORDINATES (ANGSTROEM)
C: 0.715 1.478 -0.120  -0.628
C: 0.533 0.060 -0.184  -0.255
C: 1.803 -0.545 -0.205  -0.005
C: 2.882 -1.209 -0.305  -0.227
C: -0.510 -0.738 0.176  0.481
C: -1.859 -0.321 0.809  -0.622
H: 1.671 1.921 -0.816  0.247
H: -0.149 2.177 -0.459  0.228
H: 0.969 1.590 1.001  0.237
H: 3.599 -1.872 -0.615  0.228
H: -1.918 0.710 1.291  0.235
H: -2.035 -0.952 1.595  0.252
H: -2.314 0.232 -1.572  0.139
F: -0.452 -2.076 -0.040  -0.316
S: -2.934 -0.454 -0.555  0.005

Summary:
Gap between HOMO and LUMO: 8.94 eV
Lowest unoccupied orbital energy: 0.57 eV
SMILES: C#C/C(C)=C(\F)CS
Total energy: -730.7074 hartree
Maximum force: 0.1564 hartree/bohr
HOMO: -8.371 eV
ΔE to the lowest compared entry with this formula, charge and spin: 412.8 kJ/mol